# 1
Entry from OMol25: 2 unconnected molecules or ions with the total composition C12H14N3O3 in a non-equilibrium geometry (ωB97M-V/def2-TZVPD).

- charge = +1
- HOMO (eV) = -11.225
- relative energy (zero: lowest compared OMol25 entry of this formula, charge and spin) (kcal per mole) = 248.27
- maximum force (eV/A) = 8.4
- gap between HOMO and LUMO (eV) = 6.96
- total energy (hartree) = -854.817068

Geometry (Å):
O1 -1.789 -1.035 1.924
C1 -1.440 -0.633 0.672
C2 -2.551 -0.768 -0.539
C3 -3.967 0.014 -0.214
C4 -4.428 1.574 -0.416
N1 -5.880 1.654 0.051
C5 -6.352 0.304 0.548
N2 -5.193 -0.659 0.366
C6 0.082 0.009 0.490
C7 1.003 0.149 1.869
C8 2.527 0.800 1.732
C9 3.135 1.348 0.301
C10 2.189 1.193 -1.062
C11 0.666 0.523 -0.986
H1 -2.854 -1.906 -0.735
H2 -2.078 -0.275 -1.500
H3 -3.731 2.418 -0.833
H4 -6.501 2.499 0.049
H5 -7.405 0.058 0.996
H6 -5.223 -1.670 0.634
H7 0.586 -0.225 2.896
H8 3.178 0.879 2.728
H9 4.222 1.823 0.256
H10 2.588 1.551 -2.105
H11 0.055 0.432 -1.988
C12 5.304 -2.000 -0.891
N3 5.963 -0.717 -0.529
O2 5.639 -0.196 0.544
O3 6.789 -0.268 -1.334
H12 4.606 -2.275 -0.097
H13 4.774 -1.845 -1.833
H14 6.087 -2.755 -0.995

---

# 2
Entry from OMol25: 2 unconnected molecules or ions with the total composition C12H14NO2 in a non-equilibrium geometry (ωB97M-V/def2-TZVPD).

- charge = +1
- HOMO (eV) = -12.678
- relative energy (zero: lowest compared OMol25 entry of this formula, charge and spin) (kcal per mole) = 58.58
- maximum force (eV/A) = 10.2
- gap between HOMO and LUMO (eV) = 8.24
- total energy (hartree) = -670.488355

Geometry (Å):
C1 -4.416 -0.493 -1.222
C2 -4.587 0.296 -0.076
C3 -3.141 -0.833 -1.665
C4 -3.569 0.587 0.790
C5 -2.060 -0.280 -0.984
C6 -2.231 0.433 0.203
C7 -0.555 -0.561 -1.212
C8 -0.853 0.600 0.674
C9 2.416 0.744 1.638
C10 2.781 -1.666 1.008
C11 2.626 1.054 -1.452
C12 2.754 -0.311 0.607
N1 2.586 -0.235 -0.620
O1 -0.504 1.234 1.597
O2 0.071 -0.047 -0.111
H1 -5.235 -1.021 -1.624
H2 -5.604 0.383 0.173
H3 -2.954 -1.522 -2.442
H4 -3.620 1.231 1.653
H5 2.822 0.365 2.573
H6 2.714 1.798 1.533
H7 1.382 0.856 1.763
H8 2.025 -2.237 0.537
H9 2.772 -1.631 2.055
H10 3.650 -2.168 0.707
H11 2.781 0.994 -2.579
H12 3.622 1.609 -1.200
H13 1.833 1.756 -1.156
H14 2.494 -0.933 -1.167

---

# 3
Entry from OMol25: a molecular structure, C12H15B2CdF10N9O7Sb in a non-equilibrium geometry (ωB97M-V/def2-TZVPD).

- HOMO (alpha / beta) (eV) = -8.397 / -9.946
- maximum force (eV/A) = 1.1
- gap between HOMO and LUMO (alpha / beta) (eV) = 6.68 / 7.90
- spin multiplicity = 2
- total energy (hartree) = -2942.224619

Geometry (Å):
Cd1 0.571 0.908 -0.592
C1 -1.878 3.442 2.998
C2 -0.915 2.550 2.279
N1 -0.784 2.471 1.001
O1 -1.575 3.254 0.299
B1 -1.399 3.042 -1.190
F1 -2.001 4.079 -1.815
F2 0.022 2.987 -1.415
O2 -2.035 1.785 -1.645
N2 -1.451 0.602 -1.323
C3 -1.880 -0.414 -2.052
C4 -2.749 -0.160 -3.259
C5 -1.463 -1.728 -1.770
N3 -0.831 -2.165 -0.581
O3 0.207 -0.885 0.924
B2 0.762 -1.323 2.264
F3 -0.247 -1.616 3.131
F4 1.740 -2.272 2.112
O4 1.536 -0.087 2.816
N4 0.976 1.079 2.519
C6 -0.144 1.528 2.992
C7 -0.687 0.923 4.238
C8 -1.691 -2.826 -2.763
H1 -2.217 4.220 2.322
H2 -1.410 3.901 3.869
H3 -2.751 2.878 3.333
H4 -2.832 0.904 -3.437
H5 -3.753 -0.568 -3.121
H6 -2.302 -0.622 -4.137
H7 0.043 0.293 4.732
H8 -1.566 0.320 4.009
H9 -0.997 1.740 4.891
H10 -2.572 -2.626 -3.361
H11 -1.818 -3.787 -2.270
H12 -0.833 -2.916 -3.437
N5 2.893 -0.017 0.036
N6 3.641 0.864 0.826
C9 3.068 1.681 1.721
O5 3.560 2.352 2.564
O6 1.631 1.725 1.494
H13 2.867 -0.933 0.478
H14 3.323 -0.097 -0.879
H15 4.646 0.798 0.850
O7 -1.069 -1.527 0.615
N7 -0.255 -3.340 -0.613
C10 -0.077 -4.156 0.356
C11 0.630 -5.372 0.002
N8 1.178 -6.347 -0.263
C12 -0.609 -4.144 1.699
N9 -1.052 -4.338 2.740
F5 2.436 1.698 -2.010
Sb1 2.103 0.591 -3.561
F6 0.336 1.211 -3.611
F7 1.415 -0.662 -2.227
F8 2.748 1.915 -4.688
F9 3.782 -0.160 -3.195
F10 1.726 -0.652 -4.896

---

# 4
Entry from OMol25: a molecular structure, C12H15B3BrCl24INO6P in a non-equilibrium geometry (ωB97M-V/def2-TZVPD).

- HOMO (eV) = -9.202
- relative energy (zero: lowest compared OMol25 entry of this formula, charge and spin) (kcal per mole) = 57.93
- maximum force (eV/A) = 5.3
- gap between HOMO and LUMO (eV) = 8.43
- total energy (hartree) = -15304.894959

Geometry (Å):
C1 1.209 -3.639 2.439
C2 0.697 -4.052 0.992
O1 1.400 -4.888 0.342
N1 -0.502 -3.527 0.299
B1 -0.454 -2.056 0.072
O2 -1.240 -1.524 -1.034
B2 -1.116 -0.074 -0.929
I1 -0.315 1.040 -2.633
O3 -1.499 0.583 0.321
B3 -0.671 -0.073 1.319
P1 -0.830 0.366 3.215
O4 -1.210 -1.128 3.958
Br1 1.225 0.936 3.978
O5 0.274 -1.086 0.849
C3 -1.766 -3.987 0.901
C4 -2.588 -3.264 2.049
O6 -2.218 -5.092 0.492
H1 1.859 -2.698 2.300
H2 0.382 -3.402 3.186
H3 1.908 -4.460 2.840
H4 -1.936 -1.032 4.614
H5 -2.639 -2.125 1.976
H6 -2.232 -3.618 3.072
H7 -3.674 -3.636 1.951
C5 -1.389 5.204 -3.520
Cl1 -1.257 6.926 -3.900
Cl2 -0.169 4.276 -4.405
Cl3 -1.230 4.937 -1.778
H8 -2.372 4.859 -3.830
C6 3.229 -0.953 -3.729
Cl4 2.919 0.381 -4.852
Cl5 4.941 -1.004 -3.285
Cl6 2.216 -0.798 -2.288
H9 2.976 -1.886 -4.228
C7 -5.774 -1.125 3.297
Cl7 -4.976 -1.807 4.723
Cl8 -6.725 0.299 3.738
Cl9 -4.581 -0.717 2.055
H10 -6.449 -1.875 2.890
C8 3.864 4.373 4.465
Cl10 2.879 4.032 3.035
Cl11 3.101 5.619 5.464
Cl12 4.128 2.898 5.406
H11 4.835 4.747 4.132
C9 8.028 6.290 3.582
Cl13 9.194 4.972 3.414
Cl14 7.658 7.000 2.006
Cl15 6.548 5.716 4.369
H12 8.471 7.061 4.209
C10 0.444 -0.629 -8.406
Cl16 1.864 -1.626 -8.058
Cl17 -0.414 -0.219 -6.914
Cl18 0.914 0.839 -9.275
H13 -0.228 -1.202 -9.041
C11 0.108 -7.984 0.807
Cl19 0.343 -7.095 2.318
Cl20 1.655 -8.246 -0.009
Cl21 -0.702 -9.527 1.114
H14 -0.527 -7.387 0.154
C12 -5.589 5.137 -4.090
Cl22 -4.786 4.451 -2.669
Cl23 -6.556 6.546 -3.638
Cl24 -4.399 5.570 -5.327
H15 -6.255 4.383 -4.505